(1)
Below is a structure of composition C18H23F15HfN2O16S5, with properties calculated with ωB97M-V with the def2-TZVPD basis set.

```
80
Properties=species:S:1:pos:R:3:lowdin_spin:R:1
Hf 0.0787 -1.5056 -0.3638 0.000
C 1.2019 -1.0456 4.0413 0.000
F 0.1962 -0.6336 4.8677 0.000
F 1.8381 0.0173 3.4826 0.000
F 2.1151 -1.8391 4.6265 0.000
S 0.3148 -1.9840 2.5610 0.000
O 1.2574 -2.2880 1.4338 0.000
O -0.3525 -3.1137 3.1599 0.000
O -0.6584 -1.1886 1.7922 0.003
C -3.6050 -3.6655 -1.7256 0.000
F -2.8821 -3.9489 -2.8171 0.000
F -4.6629 -2.9548 -1.9917 0.000
F -4.0071 -4.8607 -1.3539 0.000
S -2.6358 -2.6472 -0.3442 0.000
O -1.3733 -3.2413 0.0184 0.000
O -2.1716 -1.4956 -1.1048 0.000
O -3.5061 -2.2621 0.7996 0.000
C -1.7107 0.9728 -4.0512 0.000
F -2.0126 -0.3237 -4.2261 0.000
F -1.4845 1.7037 -5.1174 0.000
F -2.6074 1.5748 -3.3210 0.000
S 0.0185 0.9833 -3.1519 0.000
O 0.9872 0.4718 -4.1317 0.000
O 0.3132 2.3267 -2.7848 0.001
O -0.0408 0.1769 -1.9388 0.000
C 4.1445 0.0863 0.8656 0.000
F 4.0861 0.8383 1.9643 0.000
F 5.2808 0.2081 0.1666 0.000
F 4.1783 -1.1726 1.2622 0.000
S 2.5740 0.2251 -0.3030 0.000
O 1.4535 0.1615 0.6654 -0.001
O 2.8040 1.4092 -1.0414 0.000
O 2.2152 -0.9698 -1.0492 0.000
C 0.6088 -5.2394 -2.9746 0.000
F -0.5099 -5.5463 -2.3356 0.000
F 1.4821 -6.1885 -2.7054 0.000
F 0.2623 -5.1274 -4.2642 0.000
S 1.2329 -3.4820 -2.2824 0.000
O 2.4655 -3.1680 -2.9906 0.000
O 0.1589 -2.4609 -2.4157 0.000
O 1.2613 -3.3922 -0.8555 0.000
C -4.2671 1.2693 0.1487 0.001
C -3.4753 2.4910 0.6341 0.018
C -4.4493 3.1066 1.6880 0.000
C -3.6693 4.1957 2.5424 0.000
C -2.5021 3.5640 3.1441 0.002
C -1.4793 3.0179 2.1135 0.024
N -2.1702 2.1016 1.2449 0.315
O -1.3683 1.2959 0.3118 0.594
C -0.7370 4.2177 1.4746 0.017
C -0.4422 2.2014 2.9646 0.003
C -3.4104 3.5239 -0.5671 0.016
H -3.7947 1.0349 -0.8052 -0.001
H -5.3442 1.3402 -0.0030 0.000
H -4.1623 0.3653 0.7485 0.000
H -5.2493 3.7195 1.2727 0.000
H -4.9745 2.3822 2.3105 0.000
H -4.2953 4.4625 3.3939 0.000
H -3.4077 5.0403 1.9048 0.000
H -2.8401 2.7224 3.7488 0.001
H -1.9455 4.2425 3.7906 0.000
H -0.2409 3.8853 0.5628 0.001
H -1.2823 5.1156 1.1840 0.001
H 0.0143 4.6194 2.1546 0.002
H 0.2383 1.4956 2.4882 0.000
H 0.2084 2.8788 3.5178 0.000
H -1.0051 1.7330 3.7719 0.000
H -4.2749 3.6554 -1.2178 0.001
H -2.6217 3.1623 -1.2268 0.001
H -3.1396 4.5569 -0.3488 0.000
N 7.3056 -1.7408 -2.1415 0.000
C 5.9528 -2.0464 -2.0877 0.000
C 5.7322 -2.7255 -0.9440 0.000
C 6.9830 -2.8061 -0.3117 0.000
C 7.9387 -2.2957 -1.0543 0.000
H 7.7546 -1.1866 -2.8567 0.000
H 5.3249 -1.6135 -2.8524 0.000
H 4.7464 -2.9791 -0.5830 0.000
H 7.0525 -3.2648 0.6636 0.000
H 8.9881 -2.1497 -0.8449 0.000
```

Summary:
HOMO level (spin up / spin down): -6.294 / -6.294 eV
Multiplicity: 2
Charge: -1
DFT total energy: -5550.12111 Eh

***

(2)
Below is a cluster of 3 separate species, C18H23F6IO9 in total, with properties calculated with ωB97M-V with the def2-TZVPD basis set.

```
57
Properties=species:S:1:pos:R:3:mulliken_charge:R:1
C 0.3863 -0.4057 -2.5135 -0.815
C 0.1294 -1.9177 -2.4260 0.099
O -1.1517 -2.1532 -1.8376 -0.569
C 1.2897 -2.6552 -1.6848 -0.832
O 2.0569 -1.7451 -0.8526 -0.231
C 1.6737 -1.6692 0.4111 1.142
C 2.2235 -0.8907 1.3508 -0.035
C 3.3447 0.1319 1.3534 -0.674
C 4.4280 -0.0223 0.2670 -0.496
C 4.9292 -1.4788 0.0520 -1.050
I 3.9100 0.9733 -1.6023 0.049
C 1.5367 -1.1310 2.6731 0.029
O 1.8287 -0.6435 3.6694 -0.581
O 0.5492 -2.0699 2.5023 -0.374
C 0.5638 -2.3943 1.1429 0.168
O -0.2750 -3.1153 0.7851 -0.437
H 0.4525 0.0965 -1.5354 0.299
H -0.4399 0.1046 -3.0553 0.031
H 1.3241 -0.2278 -3.0561 0.276
H 0.0511 -2.2777 -3.4627 0.431
H -1.2548 -1.4558 -1.1773 0.380
H 1.9846 -2.9859 -2.4726 0.489
H 0.9670 -3.5609 -1.1630 0.369
H 2.9017 1.1393 1.3446 0.401
H 3.8523 0.0325 2.3279 0.394
H 5.2938 0.5464 0.6232 0.581
H 4.7358 -1.7943 -0.9783 0.261
H 6.0205 -1.4892 0.1896 0.344
H 4.5119 -2.1941 0.7720 0.286
C 0.7241 1.1164 6.0070 -0.673
C -0.7611 1.3834 5.8973 -0.258
O -1.2302 2.1773 7.0049 -0.312
C -1.0385 3.4894 6.9068 0.357
O -0.5139 4.0503 5.9893 -0.508
C -1.6312 4.1968 8.1316 0.876
F -1.3112 3.5705 9.2764 -0.246
F -2.9745 4.2362 8.0598 -0.253
F -1.1987 5.4566 8.2328 -0.240
H 0.9600 0.6592 6.9699 0.299
H 1.0535 0.4494 5.2081 0.064
H 1.2963 2.0431 5.9425 0.318
H -1.3108 0.4444 5.9425 0.331
H -1.0149 1.8624 4.9512 0.325
C -4.0506 -1.6181 -7.3327 -1.093
C -3.5766 -0.1975 -7.5562 -0.209
O -3.8064 0.6117 -6.3887 -0.337
C -2.8997 0.5123 -5.4208 0.431
O -1.9317 -0.1888 -5.4500 -0.507
C -3.2624 1.4688 -4.2756 0.829
F -4.5680 1.4127 -3.9704 -0.256
F -2.9957 2.7440 -4.6090 -0.274
F -2.5880 1.2108 -3.1454 -0.206
H -5.0968 -1.6274 -7.0234 0.307
H -3.9470 -2.2037 -8.2462 0.368
H -3.4771 -2.1047 -6.5433 0.308
H -4.1470 0.2620 -8.3619 0.317
H -2.5256 -0.1643 -7.8435 0.309
```

Summary:
HOMO level: -9.562 eV
SMILES: C[C@H](O)COC1=C(C[C@@H](C)I)C(=O)OC1=O.CCOC(=O)C(F)(F)F.CCOC(=O)C(F)(F)F
Charge: 0
DFT total energy: -2273.75066 Eh

***

(3)
Below is a cluster of 3 separate species, C18H23F6N2O9S2 in total, with properties calculated with ωB97M-V with the def2-TZVPD basis set.

```
60
Properties=species:S:1:pos:R:3:mulliken_charge:R:1
C -6.1122 7.9044 0.2547 -0.826
C -5.7897 7.5582 -1.3495 0.547
N -5.4793 8.6372 -2.1407 -0.715
C -5.8286 6.0054 -1.9397 -0.586
S -4.3533 5.0381 -1.2055 0.955
O -3.2164 6.0933 -0.9894 -0.645
O -4.8893 4.4402 0.1317 -0.606
N -3.9360 3.8074 -2.4018 -0.548
S -3.1534 2.4247 -1.6030 1.046
O -4.2856 1.6155 -0.8607 -0.633
O -2.4386 1.4784 -2.6009 -0.669
C -1.9312 3.1633 -0.3551 -0.689
O -0.8809 2.1829 0.0678 -0.338
C -0.2267 2.6469 1.3207 0.485
C 0.4002 1.5273 2.3476 -0.317
C 1.1697 1.9937 3.7542 -0.173
C 1.3316 3.5867 4.1251 -0.440
C 0.6960 4.7229 3.1211 -0.375
C -0.0833 4.2587 1.7343 -0.196
H -7.2068 7.6167 0.5645 0.228
H -5.9079 9.0421 0.5140 0.322
H -5.3716 7.2114 0.8646 0.224
H -5.5110 9.5379 -1.5757 0.247
H -6.8104 5.4297 -1.5803 0.310
H -5.6779 5.9440 -3.1031 0.315
H -1.4330 4.1643 -0.7719 0.353
H -2.5621 3.3703 0.6341 0.537
H 0.3054 0.3775 2.0615 0.264
H 1.6175 1.2122 4.5082 0.246
H 1.8969 3.9819 5.0978 0.238
H 0.7780 5.8970 3.3212 0.254
H -0.5149 5.1125 1.0532 0.192
C 3.6426 -3.6941 -0.1246 -0.884
C 4.1809 -2.4594 0.5757 -0.448
O 3.2419 -1.9771 1.5483 -0.223
C 3.2193 -2.6426 2.7475 0.281
O 3.9424 -3.6012 3.0095 -0.547
C 2.2174 -2.0007 3.7033 0.927
F 1.0151 -1.7440 3.1114 -0.233
F 2.6636 -0.8074 4.1897 -0.250
F 1.9443 -2.7764 4.7905 -0.254
H 2.6587 -3.4906 -0.5591 0.271
H 4.3225 -4.0168 -0.9181 0.375
H 3.5139 -4.5234 0.5776 0.318
H 4.3206 -1.6569 -0.1560 0.351
H 5.1570 -2.6477 1.0380 0.318
C 3.7497 -9.5866 -1.9344 -1.087
C 3.9217 -8.6332 -3.1033 -0.194
O 2.7065 -7.9113 -3.3530 -0.334
C 2.4563 -6.8459 -2.5260 0.377
O 3.2029 -6.5014 -1.6125 -0.501
C 1.1647 -6.1399 -2.9294 0.856
F 0.1370 -7.0092 -3.1524 -0.246
F 1.3101 -5.4208 -4.0789 -0.253
F 0.7187 -5.2628 -1.9859 -0.219
H 2.8964 -10.2511 -2.1034 0.303
H 4.6496 -10.1916 -1.7924 0.360
H 3.5495 -9.0431 -1.0060 0.310
H 4.1436 -9.2048 -4.0105 0.314
H 4.7583 -7.9426 -2.9447 0.303
```

Summary:
HOMO level: -5.690 eV
Charge: -1
DFT total energy: -2881.51202 Eh

***

(4)
Below is a cluster of 4 separate species, C18H23F9NO6 in total, with properties calculated with ωB97M-V with the def2-TZVPD basis set.

```
57
Properties=species:S:1:pos:R:3:mulliken_charge:R:1
C 7.1077 2.6345 2.2542 -1.097
C 5.5031 2.7685 2.1550 0.579
C 4.8365 4.1695 2.0326 -0.479
C 3.2584 4.2670 1.9838 -0.216
C 2.4868 2.8914 2.0732 -0.351
C 3.3244 1.5718 2.1535 -0.294
N 4.7651 1.5139 2.1918 -0.079
H 7.5728 2.0941 1.3622 0.326
H 7.5954 3.6480 2.4946 0.326
H 7.2982 1.9618 3.1812 0.342
H 5.4497 5.1337 1.9770 0.307
H 2.7040 5.2699 1.9210 0.403
H 1.3475 2.8841 2.0790 0.467
H 2.7378 0.5899 2.1982 0.430
H 5.2579 0.5980 2.2443 0.322
C 2.6217 0.4242 -2.5077 -1.215
C 1.6564 0.7277 -1.3779 0.045
O 0.3285 0.3011 -1.7145 -0.328
C 0.0784 -1.0190 -1.5692 0.367
O 0.8901 -1.8256 -1.1942 -0.525
C -1.3755 -1.3285 -1.9183 0.881
F -1.7703 -0.7433 -3.0675 -0.262
F -2.2241 -0.8939 -0.9595 -0.268
F -1.6078 -2.6467 -2.0642 -0.233
H 2.2691 0.8660 -3.4427 0.316
H 3.6156 0.8168 -2.2824 0.383
H 2.7074 -0.6513 -2.6777 0.324
H 1.6098 1.8081 -1.2183 0.374
H 1.9805 0.2754 -0.4359 0.126
C -2.8019 2.2626 1.0714 -0.841
C -2.9880 3.7293 0.7319 -0.295
O -3.2545 4.4972 1.9168 -0.302
C -2.1829 4.8125 2.6710 0.373
O -1.0496 4.4841 2.4151 -0.519
C -2.6038 5.6614 3.8686 0.872
F -3.6859 5.1643 4.5012 -0.238
F -2.9209 6.9210 3.4996 -0.250
F -1.6344 5.7672 4.7978 -0.239
H -3.6645 1.8842 1.6250 0.323
H -2.6752 1.6694 0.1633 0.234
H -1.9259 2.1104 1.7065 0.241
H -3.8566 3.8459 0.0797 0.356
H -2.1250 4.1335 0.1956 0.286
C -3.5198 -5.2482 -1.1587 -1.124
C -2.9278 -5.3789 -2.5490 -0.037
O -2.5016 -6.7279 -2.7953 -0.339
C -3.4749 -7.6029 -3.1300 0.328
O -4.6418 -7.3190 -3.2183 -0.500
C -2.8807 -8.9826 -3.4048 0.892
F -1.9966 -9.3650 -2.4584 -0.242
F -2.2180 -9.0152 -4.5824 -0.247
F -3.8148 -9.9496 -3.4652 -0.239
H -2.8125 -5.6042 -0.4054 0.307
H -3.7738 -4.2081 -0.9437 0.318
H -4.4243 -5.8515 -1.0547 0.400
H -2.0403 -4.7493 -2.6284 0.200
H -3.6289 -5.0477 -3.3202 0.312
```

Summary:
HOMO level: -12.556 eV
Charge: +1
DFT total energy: -2104.34728 Eh

***

(5)
Below is a structure of composition C18H23N3O2, with properties calculated with ωB97M-V with the def2-TZVPD basis set.

```
46
Properties=species:S:1:pos:R:3:mulliken_charge:R:1
C 3.7950 1.0250 3.2761 -1.576
C 2.3402 0.8163 2.9258 0.652
C 1.6826 1.4117 1.8895 -1.279
C 0.3527 1.2693 1.8151 1.310
C -0.2436 0.5303 2.6262 0.329
C 0.3717 -0.3182 3.7508 -0.881
C 1.6448 -0.0961 4.0366 -0.733
H 2.4012 -0.6335 4.5584 0.445
H 0.0011 -1.0724 4.2659 0.523
H -1.3762 0.1834 2.4889 0.235
C -0.2642 1.7358 0.8089 -0.146
N 0.2410 2.9822 0.2616 -0.469
O -0.8668 3.5817 -0.6514 -0.381
C -1.8392 2.3295 -0.5938 0.553
N -1.4502 1.5820 0.2687 -0.091
C -3.0993 2.4794 -1.2819 -0.664
H -2.9308 3.3069 -2.1962 0.254
H -3.8885 2.9655 -0.7199 0.398
C -3.4643 1.0739 -2.0584 -0.975
H -3.5145 0.3427 -0.9986 0.193
H -4.4127 1.2373 -2.2803 0.591
C -2.6070 0.4551 -2.8987 -0.468
C -1.1454 0.3447 -2.5945 0.127
O -0.3847 1.2108 -2.6483 -0.549
N -0.6373 -0.7506 -2.1575 0.203
H -1.6400 -1.3825 -1.9279 0.416
C 0.3807 -0.8774 -1.4138 -2.292
C 0.3826 -1.7689 -0.1516 0.115
H -0.6253 -1.3429 0.5768 0.074
H 1.0949 -1.2970 0.5704 -0.019
C 0.4776 -3.2282 -0.3289 -0.574
H 0.8068 -3.6059 0.6194 0.356
H -0.5684 -3.5849 -0.6241 0.205
C 1.4475 -3.1589 -1.3194 -0.501
H 2.4485 -3.0748 -0.9017 0.284
H 1.4352 -4.4475 -1.9380 0.285
C 1.2223 -2.0711 -2.4393 -1.192
H 0.2028 -2.6139 -2.9531 0.211
H 1.9953 -1.8101 -2.8401 0.707
H 1.0463 -0.2846 -1.3774 2.136
H -2.7957 1.3417 -3.8241 0.267
H -3.0408 -0.5218 -3.1905 0.303
H 2.2481 2.2014 1.5327 0.527
H 3.9874 1.8081 4.2447 0.236
H 4.4640 1.5193 2.4424 0.348
H 4.3246 0.2073 3.3507 0.508
```

Summary:
HOMO level: -8.458 eV
Charge: 0
DFT total energy: -1013.79416 Eh

***

(6)
Below is an isolated molecule of C18H23N3O3, with properties calculated with ωB97M-V with the def2-TZVPD basis set.

```
47
Properties=species:S:1:pos:R:3:mulliken_charge:R:1
C 2.2059 -3.9193 -1.6418 -1.393
C 0.7867 -3.5906 -1.2031 -0.368
O 0.8769 -2.6899 -0.1172 -0.316
C -0.2540 -2.0229 0.2820 1.184
C -1.5326 -2.4065 -0.1062 -0.496
C -2.6524 -1.6810 0.2529 -0.867
C -2.5250 -0.5434 1.0316 0.379
C -3.6809 0.3906 1.2455 -1.293
C -3.7751 1.3252 0.0181 -0.861
N -2.4920 1.9101 -0.2782 -0.104
C -1.6184 1.2866 -1.1023 -0.258
O -1.9285 0.4739 -1.9525 -0.651
C -0.1993 1.7021 -0.8844 1.163
C 0.8385 1.0660 -1.5617 -0.326
N 2.1043 1.3711 -1.3418 -0.515
C 2.3667 2.3171 -0.4445 0.773
C 3.7974 2.6854 -0.2326 -1.361
C 1.3240 2.9380 0.2468 -0.506
N 0.0588 2.6343 0.0323 -0.538
C -1.2595 -0.1909 1.4726 -0.041
C -0.1173 -0.9015 1.1180 -0.193
O 1.0329 -0.3737 1.6275 -0.364
C 2.3007 -0.9557 1.3773 -0.125
C 3.3053 -0.2204 2.2520 -1.467
H 2.7573 -4.3608 -0.8159 0.316
H 2.1824 -4.6206 -2.4711 0.427
H 2.7171 -3.0128 -1.9546 0.304
H 0.2287 -3.1300 -2.0290 0.444
H 0.2667 -4.5085 -0.8931 0.307
H -1.6601 -3.2796 -0.7253 0.401
H -3.6227 -1.9919 -0.1023 0.394
H -4.6186 -0.1564 1.3447 0.429
H -3.5237 0.9879 2.1454 0.337
H -4.5069 2.1178 0.1931 0.380
H -4.0647 0.7469 -0.8618 0.409
H -2.0672 2.4999 0.4258 0.344
H 0.6299 0.2926 -2.2872 0.524
H 3.9621 3.0561 0.7761 0.385
H 4.0745 3.4714 -0.9356 0.367
H 4.4323 1.8248 -0.4248 0.336
H 1.5129 3.6946 0.9975 0.395
H -1.1131 0.6804 2.0940 0.395
H 2.2892 -2.0209 1.6265 0.431
H 2.5632 -0.8436 0.3184 0.220
H 4.3055 -0.6000 2.0639 0.426
H 3.2777 0.8429 2.0319 0.222
H 3.0602 -0.3618 3.3013 0.354
```

Summary:
HOMO level: -7.833 eV
SMILES: CCOc1ccc(CCNC(=O)c2cnc(C)cn2)cc1OCC
Charge: 0
DFT total energy: -1089.70093 Eh